Below is a 14-piece molecular cluster, C14H56N28O14 overall in a non-equilibrium geometry, with properties calculated with ωB97M-V/def2-TZVPD.

```
112
Properties=species:S:1:pos:R:3:forces:R:3
C -4.844 0.388 -0.046 -2.0024 -1.6843 0.0773
O -5.087 -0.591 0.577 -1.5821 -3.7193 3.0069
N -5.605 1.046 -0.811 -8.6234 2.2117 -3.2004
N -3.743 0.901 -0.210 9.8470 2.3124 0.7727
H -5.323 1.723 -1.506 -0.2507 -0.1840 0.0915
H -6.584 0.819 -0.713 -0.0487 0.3568 -0.5306
H -3.752 1.630 -0.909 1.7894 -0.1224 0.2496
H -3.001 0.257 0.027 0.8868 0.6872 -0.4030
C -0.384 0.267 -0.249 -0.1038 -0.8961 1.9862
O -1.067 -0.666 -0.654 -0.9716 -0.4325 -0.1730
N -0.222 0.675 1.006 -1.7038 -1.2982 2.2415
N 0.487 0.912 -0.931 3.1859 2.0218 -5.6538
H 0.268 1.548 1.136 -0.3441 0.0548 0.5890
H -0.905 0.248 1.616 0.1517 0.5049 0.7864
H 1.138 1.594 -0.569 -0.3572 0.0958 0.3449
H 0.410 0.922 -1.938 0.1084 -0.1919 -0.2413
C -2.763 -2.076 2.850 1.2649 0.1346 0.7242
O -2.104 -1.142 2.475 1.7468 3.2285 -1.8103
N -3.999 -2.080 3.137 -4.2809 1.1075 0.6034
N -2.228 -3.192 3.181 2.7325 -4.4157 0.2563
H -4.308 -3.033 3.261 -1.5015 1.0470 0.0121
H -4.446 -1.179 3.040 -1.1104 -0.7006 -0.2181
H -2.704 -3.826 3.806 0.5994 0.0474 -0.2565
H -1.287 -3.368 2.861 0.3937 -0.5198 0.8298
C 1.068 1.712 -4.885 0.1454 0.0692 2.5811
O 1.853 1.365 -4.013 0.9730 -0.3506 1.2383
N 1.156 1.245 -6.081 2.1864 -2.4292 -4.4503
N 0.063 2.509 -4.717 -2.6593 2.2791 0.4059
H 0.582 1.378 -6.902 -0.0519 0.2527 0.5802
H 2.068 0.828 -6.205 -0.3333 -0.3322 -0.4750
H -0.182 2.943 -3.839 -0.0567 -0.1476 -0.3561
H -0.513 2.633 -5.537 -0.4378 0.4354 0.6247
C 1.669 5.100 -2.812 -4.6281 0.3538 -0.4579
O 0.656 5.738 -3.085 -0.0330 0.4247 -0.5803
N 2.892 5.492 -3.054 2.8392 1.1343 -0.6008
N 1.595 3.904 -2.213 1.2670 -0.7707 1.0390
H 2.982 6.177 -3.792 0.0990 -0.0793 0.3181
H 3.577 4.755 -2.973 0.5134 0.0423 -0.3943
H 0.735 3.428 -1.978 0.2009 0.7138 0.4145
H 2.426 3.879 -1.640 -0.3666 -1.6954 0.4232
C -0.067 -1.224 5.746 -0.2714 -1.3049 -2.9144
O -1.094 -1.592 6.267 -1.8021 0.4097 1.0632
N 1.084 -1.161 6.413 2.3940 0.5117 2.2978
N 0.097 -1.068 4.403 0.4509 0.4706 0.6818
H 1.040 -1.126 7.422 -0.1855 -0.1798 -0.3024
H 1.981 -0.903 6.027 -0.5001 0.1450 -0.3225
H -0.652 -1.155 3.731 -0.0055 -0.1163 0.2337
H 1.063 -0.998 4.117 -0.5270 0.2787 -0.5439
C -1.755 -0.972 -4.515 -0.9439 -0.5363 -0.8084
O -1.076 -1.970 -4.637 1.6760 -0.7343 -0.1122
N -2.104 -0.393 -3.420 0.2154 0.9979 4.6170
N -2.359 -0.372 -5.528 -0.3353 -0.0492 -4.6001
H -2.863 0.272 -3.381 0.1282 0.2741 0.0825
H -1.619 -0.645 -2.571 -0.4403 0.0112 0.3080
H -2.200 -0.883 -6.384 -0.2979 0.2568 -0.1461
H -3.113 0.300 -5.552 0.1882 0.0422 0.6633
C 3.199 -0.289 2.743 1.0249 0.9086 1.0399
O 2.475 0.224 3.582 -0.7639 0.2128 0.4505
N 3.019 -0.384 1.464 -1.1635 -0.2109 -3.6719
N 4.438 -0.690 3.060 1.6158 -0.4991 2.0314
H 2.134 -0.195 1.015 -0.1069 -0.0739 0.2567
H 3.723 -0.892 0.948 -0.6430 -0.1696 -0.2595
H 5.133 -1.050 2.422 -0.3173 0.0547 0.3668
H 4.626 -0.550 4.042 0.5313 -0.2867 -0.3310
C -2.029 -4.400 -2.297 1.8049 -2.5186 -2.9535
O -1.006 -4.390 -2.973 0.0007 -0.3971 0.2739
N -3.014 -5.334 -2.441 -1.3201 -2.1712 -1.1350
N -2.324 -3.600 -1.354 -1.1697 3.0683 3.5353
H -3.830 -5.420 -1.853 0.4140 0.3640 0.0754
H -2.866 -6.171 -2.988 0.3418 0.5519 -0.1304
H -3.279 -3.697 -1.040 0.4954 0.9084 0.6609
H -1.677 -2.909 -1.001 -0.5130 0.2600 -0.1960
C 2.040 3.660 1.540 0.0529 1.9032 -1.9389
O 1.571 2.859 0.774 -0.6175 -1.5687 -2.0319
N 2.541 4.850 1.225 0.9590 1.9683 -1.3581
N 2.055 3.479 2.795 -0.3672 -2.2528 5.2821
H 2.352 5.242 0.314 0.0415 0.0823 0.2300
H 2.695 5.452 2.021 0.0278 0.3392 -0.7548
H 2.402 4.132 3.483 -0.1851 -0.4794 -0.1921
H 1.702 2.564 3.035 0.2397 0.0055 0.9157
C -3.887 2.152 4.296 -2.4524 2.6088 -4.1290
O -4.318 2.858 3.347 1.0270 -1.1506 1.0155
N -3.016 1.181 4.186 1.9359 -1.7875 -0.5901
N -4.420 2.289 5.474 -1.3969 0.4893 4.5148
H -2.932 0.812 3.250 0.5034 -0.1326 0.0447
H -2.953 0.527 4.954 0.2243 -0.1955 -0.3426
H -3.987 1.879 6.289 -0.2602 -0.0055 -0.1471
H -5.274 2.808 5.622 0.5317 0.1109 -0.3505
C 2.377 -2.812 -1.860 -1.4108 0.7927 -0.4581
O 3.217 -2.852 -0.986 1.3649 -0.2588 0.7461
N 1.467 -1.852 -1.977 -1.2941 3.2187 0.9786
N 2.069 -3.717 -2.780 1.5116 -2.5404 -0.7607
H 0.779 -1.786 -2.714 0.0038 -0.3500 -0.1309
H 1.553 -0.993 -1.453 0.1317 -0.2121 0.0021
H 2.708 -4.498 -2.815 -0.4016 -0.0020 -0.5818
H 1.458 -3.444 -3.537 0.0188 -0.6594 0.0523
C 0.583 -3.754 1.584 3.6935 -2.7832 4.8789
O 0.570 -3.829 2.843 -0.6896 -0.8321 -0.7443
N 1.337 -4.597 0.856 0.0890 -1.4115 -0.7296
N 0.171 -2.721 1.009 -2.5354 4.4044 -3.8959
H 1.358 -4.551 -0.153 0.1264 -0.0920 0.2217
H 1.806 -5.354 1.333 -0.3074 0.2845 -0.1706
H -0.366 -2.002 1.473 -0.1161 -0.1103 0.0430
H 0.243 -2.673 0.003 -0.0949 0.4863 -0.0146
C 4.634 2.151 -1.800 -4.4133 1.6605 -2.8458
O 4.557 3.126 -2.579 1.4101 -0.4779 1.2717
N 3.564 1.371 -1.625 -2.0239 -0.5935 -0.4981
N 5.570 1.684 -1.066 5.6825 -0.8160 3.1344
H 3.572 0.610 -0.961 -0.3063 0.2538 -0.3818
H 2.812 1.499 -2.288 -0.2470 -0.3526 -0.3119
H 5.442 0.774 -0.646 0.1278 0.4307 -0.0648
H 6.293 2.251 -0.647 -0.0420 0.0004 -0.5135
```
Positions in Å, forces in eV/Å.

Relative energy (zero: lowest compared OMol25 entry of this formula, charge and spin) in kJ/mol: 44.5
2S+1: 2
Total charge: -1
E_HOMO (alpha / beta) in Eh: 0.0065 / -0.2455
Calculated total energy in hartree: -3153.9548
Lowest unoccupied orbital energy (alpha / beta) in hartree: 0.066 / 0.063

These are the Löwdin partial charges, in e, on atoms 1 to 2: atom 1 (C): -0.94, atom 2 (O): 0.04

Below is a 14-piece molecular cluster, C14H56O14 overall in a non-equilibrium geometry, with properties calculated with ωB97M-V/def2-TZVPD.

```
84
Properties=species:S:1:pos:R:3:forces:R:3
C 5.919 -0.624 3.405 -1.7221 0.0571 0.0689
O 6.500 -0.489 4.677 1.3000 0.0887 -0.0899
H 6.597 -0.937 2.611 0.4041 -0.1809 0.6295
H 5.084 -1.320 3.490 0.0739 -0.5302 -0.3561
H 5.425 0.269 3.024 0.2606 0.5679 0.1578
H 5.898 -0.176 5.356 -0.3266 0.0009 -0.3901
C 5.298 4.496 -3.793 -1.1675 -0.3785 -0.7773
O 6.549 4.907 -3.430 2.3612 0.4110 0.7491
H 4.691 5.395 -3.899 -0.6444 -0.2786 -0.1328
H 5.370 3.951 -4.735 -0.5319 -0.0148 -0.1911
H 4.885 3.806 -3.058 -0.1158 0.1592 0.1476
H 7.121 4.868 -4.200 0.0860 0.1072 0.2183
C 4.839 -3.187 -3.521 0.5429 0.5241 0.0488
O 3.506 -3.613 -3.585 -0.4494 -0.6544 0.0013
H 5.518 -3.962 -3.166 -0.4116 -0.3392 0.0184
H 5.208 -2.888 -4.503 0.0874 0.1831 -0.0283
H 4.922 -2.363 -2.812 0.1976 0.2673 -0.0767
H 3.033 -3.060 -4.212 0.0134 0.0092 0.0431
C -7.348 2.433 1.120 0.3964 -1.2654 -0.6718
O -8.541 2.727 0.432 -0.7182 0.9244 0.2646
H -6.592 2.305 0.345 0.6155 0.0276 0.3278
H -7.002 3.157 1.857 -0.6077 0.3280 -0.2948
H -7.487 1.472 1.615 0.3353 -0.0743 0.3571
H -8.755 1.960 -0.104 -0.0178 0.0585 0.0186
C -5.329 0.813 -5.431 0.3337 0.9605 -1.0678
O -4.240 1.719 -5.803 -0.3258 -0.9467 0.8581
H -5.225 0.405 -4.426 0.4027 0.4155 -0.0730
H -6.250 1.389 -5.513 -0.2363 -0.2557 0.2557
H -5.373 -0.019 -6.135 -0.0113 -0.1089 0.0074
H -4.469 2.137 -6.637 -0.1454 -0.0788 0.0061
C 2.580 2.151 8.099 -0.2914 -0.0783 -0.0495
O 3.375 1.071 8.536 0.5838 -0.2221 -0.1955
H 2.125 2.630 8.966 -0.1226 0.3604 -0.1843
H 3.191 2.853 7.531 0.2479 -0.0160 0.3737
H 1.813 1.833 7.393 -0.2953 -0.1383 0.0868
H 2.859 0.479 9.089 -0.1131 0.0898 -0.0546
C 3.899 6.487 1.446 0.1989 0.0018 -0.5604
O 5.078 7.233 1.104 -0.4784 -0.3184 0.4426
H 3.129 6.696 0.704 -0.3081 0.0431 0.1407
H 4.096 5.416 1.410 0.0528 -0.1294 0.1534
H 3.530 6.737 2.441 0.2914 0.2480 -0.1191
H 5.339 6.882 0.249 0.2521 0.1490 -0.0705
C -0.478 0.087 -0.466 -1.0154 -1.0880 -0.7148
O -0.160 0.901 0.582 0.9037 1.8281 1.4354
H 0.049 0.367 -1.378 0.3118 -0.0327 0.2691
H -0.269 -0.937 -0.157 0.0173 -0.3955 -0.6562
H -1.540 0.192 -0.689 -0.2535 -0.2969 -0.2879
H -0.759 0.741 1.315 0.0374 -0.0090 -0.0417
C -2.109 6.438 -1.388 -0.5602 -0.7615 0.3209
O -1.713 7.762 -1.425 0.3515 1.4319 0.0608
H -2.540 6.250 -0.405 0.2028 -0.0079 0.1187
H -2.928 6.249 -2.083 0.1264 -0.2975 -0.3341
H -1.258 5.773 -1.532 -0.1331 -0.3133 -0.1698
H -1.485 8.015 -2.323 0.0141 -0.0566 0.0054
C -4.593 -5.549 -3.401 -0.0349 -0.5955 0.4577
O -4.919 -6.012 -2.099 -0.2738 -0.3022 0.3891
H -5.481 -5.479 -4.029 -0.1221 0.4607 0.0273
H -4.101 -4.597 -3.205 0.0432 -0.0354 -0.7551
H -3.967 -6.303 -3.879 0.5112 0.4422 -0.2044
H -4.854 -6.970 -2.093 -0.1205 0.0337 0.0853
C 1.312 -7.973 0.605 -0.6603 0.8844 0.2989
O 2.357 -7.008 0.602 0.1877 -0.4095 -0.2514
H 1.301 -8.420 1.599 0.1082 -0.2959 -0.2786
H 0.371 -7.435 0.485 -0.3626 -0.0579 0.1342
H 1.320 -8.696 -0.211 0.5639 -0.2507 0.1371
H 2.320 -6.566 -0.249 0.1622 0.1529 -0.0300
C -0.665 -1.764 -8.536 -0.2396 -0.3185 -1.5108
O -0.486 -1.386 -7.218 0.2621 0.0484 1.0516
H -0.531 -2.836 -8.680 -0.1109 -0.1436 0.4937
H -1.655 -1.513 -8.918 -0.1615 -0.0079 0.0139
H 0.057 -1.332 -9.229 0.2115 0.4360 0.0714
H -1.010 -0.608 -7.016 0.0305 -0.0028 -0.0965
C -4.603 0.762 6.505 -0.1821 0.3736 0.1507
O -3.777 0.487 5.400 0.4909 -0.2645 -0.3479
H -5.303 1.553 6.234 -0.4135 -0.1418 0.0709
H -5.110 -0.145 6.833 -0.1907 0.1827 0.2066
H -4.014 1.172 7.325 0.2042 -0.2369 -0.0067
H -4.127 -0.293 4.963 0.0911 0.0818 -0.0826
C 0.442 -5.083 5.525 -0.3182 0.2791 -0.2806
O 1.787 -5.478 5.522 0.4767 -0.3652 0.0211
H -0.149 -5.561 4.744 -0.0555 -0.3747 0.0050
H 0.025 -5.340 6.499 -0.0212 0.1742 -0.0876
H 0.360 -4.016 5.319 -0.1329 0.2612 0.3451
H 2.109 -5.485 4.617 0.0569 0.0179 -0.0249
```
Positions in Å, forces in eV/Å.

Relative energy (zero: lowest compared OMol25 entry of this formula, charge and spin) in kJ/mol: 396.1
Total charge: 0
E_HOMO in Eh: -0.3659
Calculated total energy in hartree: -1620.0013
Lowest unoccupied orbital energy in hartree: 0.000

These are the Löwdin partial charges, in e, on atoms 1 to 2: atom 1 (C): -0.18, atom 2 (O): -0.11